# C40H54BrF4KN5

A structure of composition C40H54BrF4KN5 at a distorted geometry (ωB97M-V/def2-TZVPD, the Open Molecules 2025 dataset).

Last column: Löwdin charge in e.
Positions of all 105 atoms, in Å:
K1 -1.178 0.026 -0.612  0.6457
C1 -4.925 -1.051 -3.775  -0.0790
C2 -3.605 -0.324 -3.511  -0.2383
N1 -3.201 0.571 -4.610  -0.1763
C3 -2.054 0.092 -5.353  -0.2782
C4 -2.376 -1.171 -6.142  -0.0928
C5 -3.145 1.989 -4.258  -0.1859
C6 -2.012 2.446 -3.323  -0.2435
N2 -2.221 2.135 -1.918  -0.0562
C7 -2.917 2.967 -1.159  -0.2303
C8 -2.962 2.727 0.254  -0.1613
F1 -2.293 1.639 0.720  -0.0579
C9 -3.595 3.534 1.159  -0.2429
F2 -3.522 3.220 2.470  0.0641
C10 -4.292 4.674 0.777  0.0112
C11 -4.303 4.925 -0.582  -0.2489
F3 -4.982 6.005 -1.038  0.0531
C12 -3.665 4.134 -1.509  -0.1457
F4 -3.808 4.480 -2.820  0.0361
H1 -5.386 -1.375 -2.838  0.0673
H2 -4.783 -1.935 -4.404  0.0552
H3 -5.612 -0.377 -4.291  0.0678
H4 -2.815 -1.063 -3.339  0.0945
H5 -3.677 0.244 -2.586  0.0970
H6 -1.184 -0.110 -4.705  0.0950
H7 -1.751 0.881 -6.049  0.1129
H8 -3.236 -1.001 -6.796  0.0739
H9 -2.611 -2.004 -5.478  0.0538
H10 -1.518 -1.465 -6.756  0.0655
H11 -4.097 2.255 -3.791  0.1149
H12 -3.080 2.558 -5.193  0.1100
H13 -1.850 3.515 -3.503  0.0995
H14 -1.088 1.944 -3.641  0.0885
H15 -4.798 5.310 1.486  0.1126
C13 3.974 1.176 -3.570  -0.0473
C14 2.981 0.047 -3.462  -0.2509
C15 3.217 -1.209 -4.001  -0.0340
C16 2.278 -2.214 -3.861  -0.1034
C17 1.110 -1.906 -3.178  -0.7365
Br1 -0.199 -3.256 -2.908  0.7807
N3 0.852 -0.726 -2.660  0.0338
C18 1.774 0.224 -2.798  -0.0883
H16 4.817 0.897 -4.200  0.0712
H17 4.362 1.451 -2.586  0.0819
H18 3.510 2.067 -3.998  0.0817
H19 4.144 -1.406 -4.529  0.1131
H20 2.440 -3.206 -4.259  0.0965
H21 1.527 1.181 -2.345  0.1137
C19 1.759 4.670 3.956  -0.0422
C20 2.843 3.793 3.314  -0.5594
C21 3.871 4.685 2.603  -0.0489
C22 3.560 3.015 4.419  -0.0698
C23 2.192 2.870 2.286  -0.1564
C24 1.503 3.405 1.201  -0.0032
C25 0.917 2.544 0.293  -0.1100
N4 0.977 1.217 0.388  0.0511
C26 1.621 0.687 1.422  -0.1859
C27 2.236 1.485 2.383  0.0463
C28 1.605 -0.815 1.509  -0.1914
C29 2.342 -1.508 2.464  0.0404
C30 2.265 -2.894 2.539  -0.1582
C31 1.432 -3.524 1.622  -0.0008
C32 0.736 -2.762 0.701  -0.1204
N5 0.823 -1.436 0.633  0.0891
C33 3.046 -3.713 3.565  -0.5592
C34 4.040 -4.616 2.821  -0.0480
C35 2.070 -4.582 4.373  -0.0448
C36 3.825 -2.830 4.541  -0.0713
H22 2.211 5.345 4.688  0.0843
H23 1.015 4.054 4.466  0.0951
H24 1.238 5.274 3.212  0.0802
H25 4.379 5.323 3.332  0.0829
H26 3.398 5.331 1.862  0.0779
H27 4.623 4.079 2.093  0.0900
H28 4.011 3.718 5.123  0.0833
H29 4.357 2.386 4.016  0.0868
H30 2.867 2.381 4.978  0.0881
H31 1.401 4.474 1.065  0.1124
H32 0.345 2.934 -0.550  0.1149
H33 2.730 1.017 3.222  0.0904
H34 2.971 -0.962 3.152  0.0893
H35 1.301 -4.599 1.625  0.1143
H36 0.048 -3.228 0.002  0.0609
H37 3.523 -5.298 2.143  0.0798
H38 4.613 -5.213 3.535  0.0827
H39 4.739 -4.019 2.230  0.0892
H40 1.515 -5.270 3.734  0.0779
H41 1.344 -3.960 4.902  0.0948
H42 2.622 -5.173 5.108  0.0827
H43 4.588 -2.236 4.030  0.0844
H44 4.332 -3.461 5.275  0.0827
H45 3.161 -2.151 5.081  0.0884
C37 -2.645 -4.377 0.618  -0.1376
C38 -2.613 -3.173 1.560  -0.6027
C39 -3.434 -3.536 2.822  -0.1339
C40 -3.020 -1.901 0.838  -0.2257
H46 -2.309 -5.304 1.104  0.0585
H47 -2.022 -4.187 -0.263  0.0279
H48 -3.670 -4.535 0.263  0.0684
H49 -1.573 -3.070 1.923  0.0811
H50 -4.485 -3.674 2.543  0.0600
H51 -3.388 -2.716 3.541  0.0541
H52 -3.078 -4.458 3.322  0.0499
H53 -3.008 -1.023 1.503  -0.0342
H54 -3.995 -1.997 0.338  -0.0302

## Properties
**Total charge**: -1
**HOMO**: -1.8 eV
**Maximum force**: 0.026 hartree/bohr
**HOMO-LUMO gap**: 3.609 eV

# C3H5N2

A structure of composition C3H5N2 at a distorted geometry (ωB97M-V/def2-TZVPD, the Open Molecules 2025 dataset).

Last column: Löwdin charge in e.
Positions of all 10 atoms, in Å:
C1 -0.541 -0.807 0.385  -0.1790
C2 0.581 0.809 0.476  -0.2610
N1 1.190 1.020 -0.639  0.2625
C3 -0.807 0.576 0.698  0.2713
N2 -0.445 -1.336 -0.820  0.1929
H1 -0.354 -1.401 1.337  0.1967
H2 1.213 0.672 1.371  0.1567
H3 0.888 0.573 -1.487  0.0895
H4 -1.687 1.202 0.624  0.1768
H5 -0.674 -2.299 -0.993  0.0936

## Properties
**Total charge**: +1
**HOMO**: -15.0 eV
**Maximum force**: 0.108 hartree/bohr
**HOMO-LUMO gap**: 6.039 eV
**Energy relative to the best compared isomer or geometry (same formula, charge and spin)**: 8.337 eV

# C20H25BMoN11O4S

A structure of composition C20H25BMoN11O4S at a distorted geometry (ωB97M-V/def2-TZVPD, the Open Molecules 2025 dataset).

Last column: Löwdin charge in e.
Positions of all 63 atoms, in Å:
Mo1 -0.544 1.006 0.075  1.8784
C1 -1.200 -3.066 -0.813  0.0640
C2 -0.388 -2.061 -0.348  -0.0264
N1 -0.978 -0.854 -0.575  -0.1504
N2 -2.174 -1.092 -1.215  0.0511
C3 -2.319 -2.417 -1.329  0.0574
B1 -3.114 0.136 -1.463  -0.5820
N3 -3.465 0.738 -0.052  0.0716
C4 -4.566 0.892 0.680  0.0781
C5 -4.237 1.401 1.945  0.0711
C6 -2.880 1.527 1.944  -0.0203
N4 -2.386 1.128 0.723  -0.1605
N5 -2.318 1.215 -2.235  0.0550
C7 -2.536 1.872 -3.383  0.0877
C8 -1.515 2.791 -3.596  0.0798
C9 -0.676 2.661 -2.514  -0.0060
N6 -1.169 1.704 -1.681  -0.1096
N7 -4.350 -0.275 -2.293  0.0057
C10 -4.443 -1.013 -3.369  -0.0352
C11 -5.810 -0.955 -3.827  0.1188
C12 -6.442 -0.082 -2.881  -0.0643
N8 -5.608 0.333 -1.985  0.1212
H1 -1.024 -4.128 -0.774  0.1522
H2 0.574 -2.133 0.142  0.1443
H3 -3.209 -2.859 -1.748  0.1603
H4 -5.536 0.638 0.285  0.1452
H5 -4.922 1.632 2.744  0.1536
H6 -2.215 1.875 2.724  0.1459
H7 -3.399 1.669 -3.996  0.1640
H8 -1.410 3.464 -4.430  0.1532
H9 0.242 3.186 -2.279  0.1238
H10 -3.617 -1.547 -3.814  0.1476
H11 -6.226 -1.435 -4.701  0.1353
H12 -7.477 0.230 -2.859  0.1485
C13 4.845 7.641 -2.120  -0.0790
C14 4.093 6.385 -2.544  -0.2775
S1 3.143 5.668 -1.244  0.6873
O1 2.284 6.651 -0.627  -0.2971
O2 2.492 4.443 -1.699  -0.3466
C15 4.302 5.113 0.013  -0.1717
C16 3.513 4.725 1.258  -0.0638
N9 2.691 3.514 0.959  0.0973
C17 1.387 3.545 0.695  -0.2670
N10 0.984 2.298 0.322  -0.1115
C18 2.097 1.451 0.409  -0.0319
C19 3.125 2.204 0.841  -0.0678
N11 4.489 1.714 1.047  -0.3070
O3 4.580 0.514 1.031  0.1710
O4 5.354 2.534 1.206  0.1746
C20 0.461 4.694 0.777  0.0462
H13 5.158 8.178 -3.015  0.1030
H14 5.742 7.400 -1.552  0.0865
H15 4.207 8.303 -1.536  0.0897
H16 4.739 5.589 -2.917  0.1198
H17 3.337 6.593 -3.308  0.1233
H18 5.025 5.887 0.271  0.1354
H19 4.829 4.264 -0.415  0.1082
H20 2.804 5.507 1.522  0.1315
H21 4.160 4.519 2.108  0.1523
H22 2.124 0.404 0.109  0.1366
H23 0.574 5.234 1.718  0.1262
H24 -0.568 4.343 0.693  0.0888
H25 0.678 5.406 -0.022  0.0843

## Properties
**Total charge**: +4
**⟨S²⟩**: 0.783
**HOMO (spin up / spin down)**: -19.9 / -19.6 eV
**Multiplicity**: 2
**Maximum force**: 0.049 hartree/bohr
**HOMO-LUMO gap (spin up / spin down)**: 2.816 / 2.740 eV
**Energy relative to the best compared isomer or geometry (same formula, charge and spin)**: 0.965 eV